The following is a DFT calculation (ωB97M-V/def2-TZVPD) of the molecule C2H4N2OS at a distorted geometry.

**Structure (SMILES)**: [H]/N=N/C(=S)OC
**E_LUMO**: -1.972 eV
**Total energy**: -17996.6314 eV
**HOMO level**: -9.15 eV

Last column: natural (NBO) charge in e.
Cartesian coordinates (Å):
C 1.152 -1.210 -0.016  -0.2554
H 1.279 -1.020 -1.150  0.1604
C -1.174 -0.030 0.051  0.2902
H 1.689 -1.965 0.447  0.2034
N -0.409 2.192 0.377  -0.2197
H -0.529 3.025 -0.244  0.3511
N -0.613 1.053 -0.139  -0.1408
S -2.781 -0.347 -0.037  -0.0236
H 1.582 -0.353 0.357  0.1571
O -0.196 -1.345 0.353  -0.5226